DFT (the ωB97M-V functional and the def2-TZVPD basis) results for a molecular structure, C22H40F6N7O5S2Zr in a non-equilibrium geometry.

Geometry as XYZ:
```
83
Properties=species:S:1:pos:R:3:mulliken_charge:R:1
Zr 10.9625 1.2362 13.7644 0.5887
C 11.3827 -1.8745 15.8334 -0.8974
C 12.4737 -1.7180 14.7906 -1.2307
N 12.4740 -0.5511 13.7805 0.2565
C 12.7641 -1.0486 12.4554 -0.8202
C 11.4778 -1.5614 11.9435 -1.4106
N 10.4332 -0.5387 12.0518 0.5239
C 9.1414 -1.1523 11.6322 -1.2199
C 7.8919 -0.2359 11.5118 -1.1160
C 8.0510 1.2057 11.8841 -0.6311
N 8.5926 1.5328 13.2391 0.2090
C 7.7201 0.9947 14.3041 -0.6865
C 8.1572 -0.3797 14.6429 -0.9756
N 9.6321 -0.3970 14.9465 0.6423
C 10.0227 -1.8120 15.1905 -0.8620
H 11.5189 -1.2034 16.6993 0.4386
H 11.5199 -2.8795 16.2828 0.5322
H 12.4135 -2.6024 14.1724 0.5554
H 13.4343 -1.7242 15.2155 0.3287
H 13.3042 -0.0592 14.0717 -0.2053
H 13.5255 -1.7961 12.4668 0.6024
H 13.1197 -0.2139 11.8184 0.5213
H 11.1375 -2.4581 12.4555 0.7373
H 11.5784 -1.8394 10.8956 0.6163
H 10.6250 0.1969 11.3635 0.0118
H 8.9733 -2.0155 12.2752 0.6033
H 9.3177 -1.5905 10.6412 0.7091
H 7.0978 -0.6927 12.1196 0.2432
H 7.4845 -0.2195 10.4934 0.5528
H 7.0664 1.6585 11.8051 0.6672
H 8.6687 1.7400 11.1624 -0.0006
H 8.5739 2.5369 13.3553 0.2609
H 6.6813 0.8855 13.9385 0.7366
H 7.6884 1.6590 15.1555 -0.0189
H 8.0295 -1.0227 13.8110 0.3352
H 7.5832 -0.8720 15.4759 0.5727
H 9.7078 0.0768 15.8424 0.2682
H 10.0613 -2.2831 14.2136 0.2416
H 9.2845 -2.2816 15.8534 0.6750
F 11.6194 6.9994 15.4584 -0.1776
C 12.0205 5.8438 15.0079 0.5717
F 12.6960 5.9398 13.8637 -0.1794
F 12.7965 5.2553 15.9261 -0.1817
S 10.5532 4.7589 14.5936 1.3285
O 11.2023 3.5458 14.0182 -0.2785
O 9.7440 5.4797 13.6810 -0.6805
N 9.8172 4.4544 15.9600 -0.6420
S 9.9871 3.1000 16.6486 1.0305
O 11.1210 2.8873 17.4726 -0.8483
O 9.7975 2.0240 15.6410 -0.6916
C 8.4865 2.9082 17.7795 0.6292
F 7.3930 3.0502 17.0519 -0.1755
F 8.5054 1.6686 18.3116 -0.1989
F 8.5638 3.7741 18.7822 -0.1627
N 12.5635 1.3419 15.5458 -0.3183
C 14.0400 1.6468 15.3030 -0.7705
C 14.1041 2.6908 14.2101 -0.1143
N 13.3741 2.1086 13.0360 -0.3686
H 12.2416 1.9575 16.2694 0.4944
H 12.5059 0.4144 16.0325 -0.0874
H 14.5461 0.7694 14.9786 0.2362
H 14.5340 2.0363 16.2266 0.6064
H 15.1084 2.9590 13.9758 0.6367
H 13.5844 3.6106 14.4934 -0.2412
H 13.9581 1.3422 12.6685 0.4233
H 13.3852 2.7770 12.2885 0.2436
C 10.4441 4.2143 10.8828 -1.8851
C 11.1227 2.8914 10.7685 0.6929
O 10.9727 2.0836 11.7281 0.2858
C 11.9197 2.5469 9.5991 1.1114
C 12.2781 3.5846 8.7579 -0.9147
C 12.8554 3.3111 7.5350 -1.0134
C 13.1482 1.9869 7.2006 -0.4852
C 12.8553 0.9522 8.0744 -1.1564
C 12.2571 1.2138 9.2944 0.3945
H 9.8765 4.3131 11.8224 0.1536
H 9.8115 4.4086 10.0111 0.4416
H 11.2201 4.9860 10.8711 0.6073
H 12.0594 4.6023 9.0122 0.4902
H 13.0644 4.1234 6.8223 0.4424
H 13.5639 1.7298 6.2392 0.4534
H 13.0110 -0.1049 7.7375 0.3866
H 11.9936 0.3503 9.9261 0.5558
```

Properties
**Gap between HOMO and LUMO**: 8.59 eV
**Total charge**: +3
**Calculated total energy**: -3063.62756 Ha

---

DFT (the ωB97M-V functional and the def2-TZVPD basis) results for a single C17H24N4O2S molecule in a non-equilibrium geometry.

Geometry as XYZ:
```
48
Properties=species:S:1:pos:R:3:mulliken_charge:R:1
C -3.4210 -2.6436 -0.7405 -0.8461
O -2.7174 -1.6823 0.0013 0.0060
C -1.7399 -2.2376 0.8442 -0.5266
C -1.0228 -1.0966 1.5679 -1.2413
N -0.3581 -0.2231 0.6425 0.3840
C -0.6911 1.0479 0.2445 0.9444
C -1.8375 1.8350 0.7630 -1.4823
C -3.1464 1.3278 0.2077 0.6705
C -4.1801 0.9381 1.0446 -0.1800
C -5.3748 0.4811 0.5162 -0.6303
C -5.5440 0.4084 -0.8545 -0.4551
C -4.5141 0.7961 -1.6960 -0.8121
C -3.3220 1.2538 -1.1677 -0.2450
N 0.1577 1.4693 -0.6459 -0.9691
N 1.0628 0.4995 -0.8680 -0.3067
C 0.7537 -0.5107 -0.0967 0.3661
S 1.6180 -2.0102 0.0415 -0.1796
C 2.9814 -1.7160 -1.1309 -0.9120
C 4.0794 -0.8450 -0.5126 0.6488
O 5.0536 -1.3456 0.0106 -0.6405
N 3.8389 0.4675 -0.6450 -0.0915
C 4.6714 1.5129 -0.0611 0.2977
C 6.0906 1.4418 -0.6193 -1.5051
C 4.6692 1.4088 1.4640 -1.3469
H -4.1366 -2.0941 -1.3476 0.1982
H -2.7468 -3.2168 -1.3885 0.3188
H -3.9539 -3.3399 -0.0816 0.3144
H -2.2004 -2.9031 1.5908 0.4223
H -1.0143 -2.8256 0.2615 0.4372
H -1.7563 -0.5096 2.1219 0.4208
H -0.2820 -1.5190 2.2543 0.4732
H -1.6793 2.8680 0.4443 0.3163
H -1.8492 1.8049 1.8554 0.4618
H -4.0577 0.9949 2.1181 0.3566
H -6.1741 0.1796 1.1777 0.3995
H -6.4762 0.0502 -1.2670 0.3977
H -4.6415 0.7410 -2.7676 0.3849
H -2.5146 1.5556 -1.8188 0.4368
H 3.3845 -2.7065 -1.3393 0.4417
H 2.5507 -1.2700 -2.0252 0.3928
H 2.9140 0.7370 -0.9795 0.2963
H 4.2120 2.4615 -0.3602 0.3816
H 6.5465 0.4959 -0.3422 0.3330
H 6.6883 2.2561 -0.2188 0.4432
H 6.0727 1.5186 -1.7039 0.3590
H 5.2517 2.2172 1.8971 0.4318
H 3.6511 1.4676 1.8448 0.2971
H 5.1039 0.4592 1.7645 0.3377
```

Properties
**Gap between HOMO and LUMO**: 9.13 eV
**SMILES string**: COCCn1c(Cc2ccccc2)nnc1SCC(=O)NC(C)C
**Total charge**: 0
**Calculated total energy**: -1429.89664 Ha

---

DFT (the ωB97M-V functional and the def2-TZVPD basis) results for a molecular structure, C6H10N2 in a non-equilibrium geometry.

Geometry as XYZ:
```
18
Properties=species:S:1:pos:R:3:mulliken_charge:R:1
C 2.3244 -1.6070 -0.2547 -0.8249
C 1.9772 -0.2623 0.4753 -0.2534
C 0.9067 1.9504 0.0649 -0.9812
C -1.3641 0.5497 -0.3153 -0.1898
C -2.4854 -0.2344 -0.0127 -0.2208
C -3.5285 -0.8723 0.2689 -0.1250
H 2.7872 -2.4323 0.7370 0.2322
H 1.2176 -2.0301 -0.7229 0.2688
H 3.5561 -1.5972 -1.3590 0.2124
H 1.5711 -0.8483 1.6086 0.2226
H 3.0289 0.4057 0.8166 0.2567
H 0.0611 2.3522 -0.7554 0.3074
H 1.8684 2.4224 -0.2733 0.3748
H 0.7214 2.3652 1.0585 0.3253
H -1.5436 1.5365 -0.2499 0.3271
H -4.7737 -1.0138 0.0926 0.2708
N 0.9284 0.4860 -0.1960 0.2870
N -0.2821 -0.2439 -0.1343 -0.4901
```

Properties
**Gap between HOMO and LUMO**: 8.46 eV
**Total charge**: 0
**Calculated total energy**: -343.75261 Ha

---

DFT (the ωB97M-V functional and the def2-TZVPD basis) results for 2 unconnected molecules or ions with the total composition CH2IO3S in a non-equilibrium geometry.

Geometry as XYZ:
```
8
Properties=species:S:1:pos:R:3:mulliken_charge:R:1
C 0.8545 -1.0953 -0.0666 -0.8029
O -1.2294 1.3854 -1.3853 -0.5130
O -2.1786 0.1137 0.5405 -0.5230
O -0.5329 1.9805 0.8522 -0.4635
S -1.0969 0.9843 0.0060 0.8994
I 2.7760 -0.1165 0.0000 -0.1244
H 0.4627 -1.4752 0.9809 0.2479
H 0.9445 -1.7768 -0.9276 0.2794
```

Properties
**Gap between HOMO and LUMO (spin up / spin down)**: 6.59 / 6.96 eV
**Total charge**: -1
**Calculated total energy**: -960.88414 Ha

---

DFT (the ωB97M-V functional and the def2-TZVPD basis) results for a single C2H7NO2S molecule in a non-equilibrium geometry.

Geometry as XYZ:
```
13
Properties=species:S:1:pos:R:3:mulliken_charge:R:1
C -0.4366 1.1277 -0.2836 -0.2810
C 0.1263 -1.1427 0.5307 -0.8191
N 0.5851 0.3355 0.4144 -0.1325
O 2.9284 -0.3641 0.1940 -0.5306
O -0.5965 2.3588 0.3689 -0.5272
S 2.1012 0.7181 -0.2314 0.3569
H -0.4580 2.2977 1.3001 0.3048
H -0.0645 1.2299 -1.3331 0.2040
H -1.4492 0.7323 -0.3071 0.3610
H -0.7565 -1.1853 1.1914 0.3301
H -0.1019 -1.6169 -0.3803 0.3660
H 0.9949 -1.6790 1.0020 0.2745
H 1.5919 0.5484 -1.6338 0.0930
```

Properties
**Gap between HOMO and LUMO**: 10.22 eV
**Total charge**: 0
**Calculated total energy**: -683.73168 Ha

---

DFT (the ωB97M-V functional and the def2-TZVPD basis) results for a molecular structure, C24H18Br5FeN2O2 in a non-equilibrium geometry.

Geometry as XYZ:
```
52
Properties=species:S:1:pos:R:3:mulliken_charge:R:1
Fe -0.6308 0.3782 -1.0355 0.3238
Br -4.5579 2.2270 4.5751 -0.1409
C -3.5995 2.2367 2.9610 0.2348
C -3.4908 3.4296 2.2283 0.2529
Br -4.2631 5.0092 2.8912 -0.1395
C -2.8140 3.4530 1.0204 -0.4631
Br -2.6905 5.0362 0.0001 -0.1154
C -2.2001 2.2983 0.5006 0.8390
O -1.5722 2.2591 -0.6049 -0.9289
C -2.2900 1.0593 1.2803 0.6111
O -1.7164 0.0209 0.8254 -0.6049
C -3.0076 1.0788 2.4901 -0.1627
Br -3.1324 -0.5507 3.4237 -0.1044
Br 4.8780 -4.8066 0.3779 -0.2012
C 3.2838 -3.9227 -0.1621 -0.2083
C 2.3309 -4.5946 -0.9120 -0.9043
C 1.1993 -3.9377 -1.3391 -0.6058
C 0.9794 -2.5820 -1.0160 0.1574
C 1.9511 -1.9485 -0.2204 1.0196
C 3.0879 -2.5953 0.1938 -0.2402
N -0.0974 -1.8388 -1.4034 -0.1124
C -1.1016 -2.3610 -2.1069 0.1298
C -2.2190 -1.5952 -2.4413 0.4352
C -3.3626 -2.1765 -3.0491 -0.9761
C -4.4718 -1.4193 -3.2896 -0.2116
C -4.4372 -0.0482 -2.9699 -0.8773
C -3.2863 0.4729 -2.4277 -0.1746
N -2.1978 -0.2487 -2.1451 0.0548
H 2.4849 -5.6322 -1.1643 0.4117
H 0.4897 -4.4914 -1.9306 0.2521
H 1.7710 -0.9213 0.0537 -0.2421
H 3.8302 -2.0831 0.7870 0.4224
H -1.0874 -3.4015 -2.4107 0.2187
H -3.3360 -3.2283 -3.2922 0.3989
H -5.3603 -1.8514 -3.7244 0.4407
H -5.2856 0.5891 -3.1605 0.3952
H -3.2144 1.5326 -2.2192 0.6348
C 3.0444 0.7499 2.3946 -1.3937
C 3.1004 1.6868 1.1770 2.4168
C 4.2911 1.3143 0.2819 -1.4846
C 3.2375 3.1300 1.6745 -1.8779
C 1.8683 1.4876 0.4186 -0.0721
C 0.9137 1.0973 -0.2301 -0.6315
H 3.9802 0.8130 2.9468 0.4186
H 2.8849 -0.2801 2.0862 0.1799
H 2.2259 1.0370 3.0518 0.3917
H 5.2136 1.4072 0.8514 0.4262
H 4.3457 1.9678 -0.5862 0.3865
H 4.1996 0.2895 -0.0715 0.2214
H 4.1739 3.2368 2.2196 0.4373
H 2.4218 3.3768 2.3501 0.3736
H 3.2357 3.8399 0.8516 0.3887
```

Properties
**Gap between HOMO and LUMO (spin up / spin down)**: 5.70 / 6.11 eV
**Total charge**: 0
**Calculated total energy**: -15319.01464 Ha
**⟨S²⟩**: 0.778
**2S+1**: 2